DFT (the ωB97M-V functional and the def2-TZVPD basis) results for a structure of composition C29H26ClFN4O5RhS.

```
68
Properties=species:S:1:pos:R:3:lowdin_charge:R:1
Rh -3.9519 -0.6922 -0.0186 1.05
S -5.9834 -0.3587 1.0397 0.73
C -6.5339 -0.9309 -0.4979 -0.71
C -7.8174 -1.1553 -0.9910 -0.06
C -7.9346 -1.6363 -2.2762 -0.05
C -6.7993 -1.8732 -3.0486 -0.06
C -5.5642 -1.6153 -2.5006 -0.08
N -5.4624 -1.1519 -1.2538 -0.12
H -8.6791 -0.9589 -0.3698 0.11
H -8.9158 -1.8242 -2.6919 0.11
H -6.8745 -2.2562 -4.0550 0.11
H -4.6367 -1.7941 -3.0272 0.12
F 1.7389 1.8965 -1.9229 0.07
C 1.4997 0.7585 -1.2324 -0.19
C 0.2799 0.1577 -1.3195 0.10
C 0.0320 -0.9911 -0.5578 -0.04
C -1.3246 -1.5305 -0.5196 -0.30
O -2.2170 -1.0056 -1.2264 -0.06
C -1.5574 -2.6152 0.3687 -0.02
C -0.5020 -3.1313 1.0613 0.06
N 0.7589 -2.6531 1.0156 0.02
C 1.7831 -3.2678 1.8356 -0.26
C 1.8625 -4.7602 1.8688 -0.07
C 2.9217 -3.9712 1.1572 -0.09
C 1.0372 -1.5241 0.2589 -0.10
C 2.2844 -0.8807 0.3276 0.09
C 2.5197 0.2611 -0.4017 -0.16
N 3.7742 0.9524 -0.2453 -0.09
C 3.6278 2.2022 0.4902 -0.15
C 4.9933 2.7516 0.8486 -0.08
N 5.7785 2.9573 -0.4204 0.06
C 5.8830 1.6818 -1.2159 -0.08
C 4.4868 1.1676 -1.5026 -0.15
C -2.9061 -3.3140 0.5820 -0.56
O -2.8690 -4.4510 1.0226 0.07
O -3.9903 -2.6419 0.3873 -0.13
H -0.5127 0.5694 -1.9308 0.15
H -0.6737 -3.9958 1.6889 0.15
H 1.9852 -2.7288 2.7537 0.16
H 1.1636 -5.3148 1.2585 0.12
H 2.1013 -5.2189 2.8166 0.11
H 2.9051 -3.9943 0.0759 0.11
H 3.9028 -3.8901 1.6037 0.11
H 3.0718 -1.2590 0.9613 0.12
H 3.0801 2.0164 1.4139 0.14
H 3.0643 2.9594 -0.0795 0.12
H 5.5611 2.0438 1.4500 0.14
H 4.9299 3.7102 1.3596 0.14
H 6.7091 3.3159 -0.2050 0.18
H 5.3101 3.6691 -0.9883 0.19
H 6.4496 0.9809 -0.6055 0.14
H 6.4296 1.9057 -2.1297 0.14
H 4.5765 0.2202 -2.0323 0.15
H 3.9658 1.8697 -2.1666 0.13
Cl 1.5440 5.4056 1.3417 0.66
C 0.2504 4.2484 1.1955 -0.67
C -0.6588 4.3744 0.1579 -0.09
C -1.6577 3.4234 0.0242 0.01
C -1.7280 2.3569 0.9141 -0.13
C -0.8239 2.2608 1.9636 0.00
C 0.1657 3.2155 2.1166 -0.11
C -2.6900 1.2556 0.6762 -0.59
O -2.6071 0.1813 1.3495 -0.07
O -3.5626 1.3368 -0.2276 -0.07
H -0.5786 5.1999 -0.5353 0.11
H -2.3742 3.4821 -0.7832 0.13
H -0.9049 1.4300 2.6532 0.13
H 0.8643 3.1682 2.9402 0.10
```

Multiplicity = 1
Energy above the lowest of the compared OMol25 structures with the same formula, charge and spin = 0.0000 eV
E_HOMO = -9.46 eV
Frontier orbital gap = 6.2077 eV
LUMO level = -0.119 Ha
Net charge = +1
Strongest force on any atom = 0.0130 hartree/bohr